one | ORCA calculation (the ωB97M-V functional and the def2-TZVPD basis) on a 7-piece molecular cluster, H14O7 overall.

Each line ends with the Mulliken charge.
Element x y z (Å)
O (-1.53172, 0.67443, -2.69340)  -0.662
H (-1.03314, 0.33846, -1.94857)  0.412
H (-1.50102, 1.62587, -2.59321)  0.304
O (-3.28819, -2.43917, 1.78860)  -0.626
H (-2.51124, -2.69404, 1.29096)  0.301
H (-2.97008, -1.78695, 2.41282)  0.318
O (-0.26184, -0.26722, -0.60280)  -0.728
H (0.62937, -0.57739, -0.76339)  0.352
H (-0.54546, -0.74506, 0.17659)  0.351
O (2.23018, -1.12950, -1.05472)  -0.755
H (2.26287, -1.12073, -2.01133)  0.319
H (2.97214, -1.67529, -0.79423)  0.304
O (1.15547, 1.60824, 1.86105)  -0.655
H (0.54213, 1.23175, 1.22994)  0.318
H (2.01716, 1.47879, 1.46485)  0.405
O (3.31112, 1.15932, 0.10135)  -0.695
H (3.43940, 1.91398, -0.47334)  0.332
H (2.88567, 0.50514, -0.45296)  0.383
O (-2.31654, 0.63567, 1.28830)  -0.605
H (-3.25377, 0.50296, 1.43045)  0.299
H (-2.23250, 0.76073, 0.34304)  0.326

Computed properties:
- HOMO-LUMO gap: 10.35 eV
- Highest occupied orbital energy: -10.6 eV

=====

two | ORCA calculation (the ωB97M-V functional and the def2-TZVPD basis) on a 7-piece molecular cluster, H14O7 overall.

Each line ends with the Mulliken charge.
Element x y z (Å)
O (-0.31504, 0.62229, 1.92640)  -0.605
H (-0.42137, -0.31625, 2.11828)  0.304
H (-1.04018, 0.82206, 1.32370)  0.292
O (3.27154, -2.11456, -0.91916)  -0.665
H (2.73615, -2.47998, -1.63248)  0.318
H (2.65094, -2.01245, -0.18880)  0.321
O (-5.41301, -0.67735, 0.28568)  -0.631
H (-5.87881, -0.73246, 1.12769)  0.326
H (-4.56971, -0.26835, 0.51052)  0.304
O (3.31693, 0.20621, -0.76562)  -0.665
H (2.54375, 0.01176, -0.22398)  0.289
H (3.87722, -0.57120, -0.66221)  0.382
O (3.23301, 2.46244, 1.00846)  -0.612
H (3.36858, 1.50854, 1.03481)  0.314
H (2.64562, 2.63646, 1.75256)  0.314
O (-2.08450, 2.73167, -2.07385)  -0.635
H (-2.52505, 3.53609, -1.77751)  0.322
H (-2.77951, 2.06408, -2.05763)  0.313
O (-0.72241, -2.16735, -0.06657)  -0.605
H (-1.47260, -2.17881, -0.67162)  0.310
H (-0.42155, -3.08285, -0.04868)  0.310

Computed properties:
- HOMO-LUMO gap: 10.02 eV
- Highest occupied orbital energy: -10.3 eV

=====

Energetically preferred structure: one | next structure: +119.4 kJ/mol

=====

one | ORCA calculation (the ωB97M-V functional and the def2-TZVPD basis) on a 7-piece molecular cluster, H14O7 overall.

Each line ends with the Mulliken charge.
Element x y z (Å)
O (-0.04639, -0.17873, -0.64347)  -0.579
H (0.20765, 0.57127, -0.09397)  0.303
H (-0.98260, -0.03327, -0.82052)  0.291
O (0.18934, 3.64532, -1.37987)  -0.624
H (0.78059, 2.95108, -1.06770)  0.309
H (0.28164, 3.61828, -2.33890)  0.318
O (-4.90134, -1.48685, -1.09083)  -0.648
H (-4.43080, -2.31607, -0.94950)  0.327
H (-4.88056, -1.36540, -2.04676)  0.321
O (-0.87331, -1.54647, 2.96178)  -0.622
H (-0.27232, -0.80678, 3.10558)  0.316
H (-1.72737, -1.12783, 2.80588)  0.314
O (-2.40092, 1.30125, 1.28670)  -0.590
H (-2.27533, 0.61805, 0.61852)  0.248
H (-3.28797, 1.13709, 1.62610)  0.317
O (3.48590, -2.68977, -1.91176)  -0.630
H (4.30514, -2.32206, -1.56157)  0.314
H (3.29469, -2.14405, -2.68288)  0.316
O (4.46884, 0.47145, 1.69461)  -0.631
H (5.01913, 1.26198, 1.65955)  0.325
H (4.04598, 0.44150, 0.82900)  0.307

Computed properties:
- HOMO-LUMO gap: 11.29 eV
- Highest occupied orbital energy: -11.3 eV

=====

two | ORCA calculation (the ωB97M-V functional and the def2-TZVPD basis) on a 7-piece molecular cluster, H14O7 overall.

Each line ends with the Mulliken charge.
Element x y z (Å)
O (-0.31149, 0.69605, 0.27351)  -0.555
H (0.09811, 0.69753, -0.62897)  0.223
H (0.14080, 0.05763, 0.79138)  0.308
O (4.59129, 2.11004, -0.18578)  -0.533
H (3.89410, 1.76612, -0.66303)  0.302
H (5.37101, 2.28061, -0.74074)  0.288
O (-1.10449, 0.89702, -3.27813)  -0.653
H (-1.13481, 1.37748, -2.41749)  0.345
H (-0.61885, 0.18951, -3.03952)  0.264
O (-3.56035, -0.15562, 3.89896)  -0.641
H (-2.71896, -0.45791, 3.38176)  0.329
H (-4.13400, 0.34166, 3.33698)  0.316
O (2.50942, 1.63590, 0.40301)  -0.685
H (1.97016, 1.74801, -0.38377)  0.297
H (2.65801, 0.67638, 0.46846)  0.344
O (-1.22029, -3.51477, 2.23036)  -0.631
H (-0.44896, -3.97274, 2.69788)  0.336
H (-1.47075, -2.91564, 2.91510)  0.293
O (-1.63932, -1.51563, -2.94682)  -0.626
H (-0.90525, -1.33267, -3.44224)  0.273
H (-1.96539, -0.60898, -2.67091)  0.409

Computed properties:
- HOMO-LUMO gap: 10.87 eV
- Highest occupied orbital energy: -11.2 eV

=====

three | ORCA calculation (the ωB97M-V functional and the def2-TZVPD basis) on a 7-piece molecular cluster, H14O7 overall.

Each line ends with the Mulliken charge.
Element x y z (Å)
O (-0.60389, -0.10231, 1.20287)  -0.639
H (0.01233, -0.80241, 0.85214)  0.332
H (-0.92488, 0.15376, 0.39139)  0.281
O (2.12644, -0.17871, -1.11992)  -0.575
H (2.15329, 0.74665, -1.09781)  0.322
H (2.16679, -0.51303, -2.02616)  0.277
O (2.26577, 1.49480, 1.83493)  -0.604
H (2.70210, 2.05621, 1.22105)  0.280
H (1.37414, 1.85309, 2.02520)  0.327
O (4.83732, 0.55980, -0.38090)  -0.621
H (4.03519, 0.22483, 0.04337)  0.312
H (4.83462, 1.46444, -0.26090)  0.294
O (-4.83486, -2.14340, 0.79201)  -0.642
H (-4.57715, -3.06979, 0.54395)  0.322
H (-4.04478, -1.62518, 0.91735)  0.321
O (0.51133, -3.14159, -0.90424)  -0.590
H (0.28298, -4.00830, -0.53917)  0.304
H (0.60493, -3.24799, -1.83843)  0.299
O (-4.40321, 3.53994, -1.14725)  -0.629
H (-3.72939, 3.30294, -0.48248)  0.319
H (-4.08137, 3.23663, -1.96954)  0.310

Computed properties:
- HOMO-LUMO gap: 11.28 eV
- Highest occupied orbital energy: -11.2 eV

=====

Energetically preferred structure: one | next structure: +21.4 kJ/mol

=====

one | ORCA calculation (the ωB97M-V functional and the def2-TZVPD basis) on a 2-piece molecular cluster, C6H13NO overall.

Each line ends with the Mulliken charge.
Element x y z (Å)
C (-0.92900, -0.45488, 2.51271)  -0.902
N (-1.08738, 0.80857, 1.81687)  -0.347
C (-0.24173, 1.07638, 0.68724)  0.292
C (-0.08027, 2.35467, 0.30376)  -1.066
C (-0.11496, -1.89563, -1.83182)  -1.053
C (-0.65285, -0.79331, -0.96251)  -0.208
C (0.18389, -0.10098, -0.08240)  -1.163
H (-1.57891, -0.42590, 3.38455)  0.376
H (0.10671, -0.66905, 2.82481)  0.308
H (-1.15518, -1.27189, 1.82781)  0.186
H (-1.02574, 1.58151, 2.46866)  0.285
H (0.39545, 2.66724, -0.61290)  0.272
H (-0.30903, 3.18406, 0.96772)  0.249
H (0.40350, -2.68996, -1.25250)  0.248
H (-0.82670, -2.46238, -2.44073)  0.334
H (0.67655, -1.56952, -2.53205)  0.181
H (-1.72083, -0.68350, -1.06636)  0.337
H (1.24088, -0.24205, -0.14068)  0.707
H (2.28449, 0.49062, -1.19461)  0.365
H (1.81583, 0.67734, -2.57470)  0.325
O (2.61529, 0.41864, -2.10287)  -0.724

Computed properties:
- HOMO-LUMO gap (alpha / beta): 3.62 / 7.47 eV
- Total charge: -1
- Multiplicity: 2
- Highest occupied orbital energy (alpha / beta): 0.5 / -3.4 eV

=====

two | ORCA calculation (the ωB97M-V functional and the def2-TZVPD basis) on a 2-piece molecular cluster, C6H13NO overall.

Each line ends with the Mulliken charge.
Element x y z (Å)
C (-0.71774, -1.20754, -1.24386)  -0.460
C (0.82975, -1.19103, -0.88916)  -0.855
C (1.17990, 0.16075, -0.37214)  0.145
C (1.74873, 1.17180, -1.09059)  -0.918
C (0.51201, 1.28060, 1.79677)  -1.395
C (1.10183, 0.27973, 1.08157)  -0.187
N (-1.40529, 0.02432, -1.56465)  -0.709
H (-0.81830, -1.97329, -2.02782)  0.349
H (-1.20463, -1.62832, -0.36726)  0.218
H (1.39006, -1.61607, -1.72616)  0.503
H (0.93967, -1.90430, -0.05874)  0.274
H (2.05684, 1.03971, -2.13211)  0.291
H (1.96909, 2.19545, -0.80851)  0.333
H (0.73666, 1.47850, 2.83562)  0.309
H (-0.01997, 2.08499, 1.28754)  0.359
H (1.75913, -0.37681, 1.65747)  0.312
H (-1.08993, 0.36261, -2.47620)  0.261
H (-1.20921, 0.78068, -0.91713)  0.296
H (-2.89870, -0.21644, 1.35373)  0.316
H (-1.70972, 0.33731, 2.19386)  0.323
O (-2.28302, -0.44866, 2.08617)  -0.766

Computed properties:
- HOMO-LUMO gap (alpha / beta): 3.68 / 7.82 eV
- Total charge: -1
- Multiplicity: 2
- Highest occupied orbital energy (alpha / beta): 0.5 / -3.8 eV

=====

three | ORCA calculation (the ωB97M-V functional and the def2-TZVPD basis) on an isolated ion of composition C6H13NO and charge -1.

Each line ends with the Mulliken charge.
Element x y z (Å)
C (-2.41669, 1.39618, 0.47469)  -1.272
N (-1.06222, 1.67062, -0.07132)  -0.916
C (-0.42407, 0.37922, -0.50971)  0.100
C (0.90912, 0.16317, 0.13842)  -1.081
C (1.54455, -1.21607, -0.18367)  -0.485
C (1.59414, -2.02520, 1.14967)  -1.219
C (-0.27371, 0.68305, -2.00491)  -0.639
O (0.78558, 0.84689, -2.57062)  -0.471
H (-2.68704, 2.05410, 1.30893)  0.563
H (-2.54498, 0.40194, 0.91051)  0.284
H (-3.13068, 1.56759, -0.33245)  0.283
H (-0.50886, 2.07029, 0.67125)  0.466
H (-1.11884, -0.45529, -0.42551)  0.494
H (1.58343, 0.93208, -0.24838)  0.210
H (0.73958, 0.25597, 1.21376)  0.568
H (0.79852, -1.77033, -0.76009)  0.322
H (2.49964, -1.08846, -0.67792)  0.324
H (1.70536, -3.11200, 1.10282)  0.366
H (0.70901, -1.89537, 1.76992)  0.316
H (2.47857, -1.63624, 1.67581)  0.295
H (-1.18042, 0.77786, -2.63119)  0.491

Computed properties:
- HOMO-LUMO gap (alpha / beta): 2.48 / 7.54 eV
- Total charge: -1
- Multiplicity: 2
- Highest occupied orbital energy (alpha / beta): 1.4 / -3.8 eV

=====

Energetically preferred structure: two | next structure: +7.5 kJ/mol